Entry from the Open Molecules 2025 dataset: a cluster of 8 separate species, C11H43BN12O7 in total at a distorted geometry (the ωB97M-V functional and the def2-TZVPD basis).

The geometry in XYZ format:
```
74
Properties=species:S:1:pos:R:3:forces:R:3:mulliken_charge:R:1
N -0.432874 -1.573910 -0.344168 -0.82 0.70 0.36 0.57
H -1.410668 -1.330071 -0.276715 -0.80 -0.14 0.28 0.78
H -0.337112 -2.554355 -0.567012 0.37 -0.58 0.07 0.26
H -0.001393 -1.236831 0.504540 0.37 -0.43 0.56 0.22
H -0.085347 -0.984384 -1.086995 0.64 0.20 -0.51 -0.08
B 0.212424 -4.368791 -1.394016 -0.01 -0.34 0.13 0.37
H 0.247297 -3.401878 -1.871618 0.90 3.57 -1.18 -1.27
H 0.511022 -5.107625 -2.121482 1.08 -2.80 -2.33 -0.21
H 0.819947 -4.505325 -0.512817 1.98 -0.34 2.85 -0.42
H -0.792081 -4.478858 -1.015720 -4.09 -0.70 1.11 -0.15
C -1.207010 4.561983 -1.004557 0.87 0.57 -0.02 -0.75
O -1.826069 3.749577 -0.045632 0.69 -1.40 0.09 -0.46
C -1.177777 2.413006 0.053070 0.69 0.68 0.20 -0.38
C 0.340907 2.428443 0.526799 -2.61 0.73 0.25 -0.67
N 0.258682 3.338369 1.728808 1.46 -1.96 -1.10 -0.02
C 1.581090 3.417591 2.382351 -0.90 1.04 0.61 -0.63
C 1.439490 4.104675 3.781301 1.31 -1.07 -1.35 -0.69
O 1.327749 5.482966 3.736547 -0.63 1.66 -0.63 -0.38
C 0.174487 6.086817 3.140156 -0.07 -0.42 0.44 -0.66
H -1.209262 4.138029 -2.008729 -0.10 -0.10 -0.10 0.31
H -0.177775 4.791838 -0.728988 0.59 -0.50 -0.06 0.25
H -1.578145 5.586472 -1.032489 -1.01 -0.28 0.10 0.33
H -1.280891 1.859061 -0.879991 -0.01 0.15 -0.26 0.45
H -1.722963 1.885735 0.835915 -0.16 0.18 -0.09 0.21
H 1.047534 2.660687 -0.269975 0.05 0.72 -0.01 0.36
H 0.600737 1.397021 0.765048 -0.15 -0.04 0.53 0.19
H -0.103076 4.204609 1.356148 0.19 0.21 0.41 0.07
H 2.313278 3.951523 1.776616 0.18 0.23 -0.04 0.46
H 1.953645 2.399147 2.492267 -0.09 -0.04 0.20 0.42
H 2.391379 4.007002 4.303287 0.00 -0.50 0.16 0.33
H 0.670794 3.559682 4.329199 -0.46 0.36 0.21 0.40
H -0.700867 5.583960 3.551239 -0.34 0.31 0.02 0.34
H 0.080395 6.066605 2.054410 0.52 -0.54 -0.27 0.19
H 0.182366 7.158686 3.337992 0.08 -0.18 0.61 0.26
C -0.114022 -0.332018 3.325763 -0.74 1.93 1.00 0.66
O -0.559589 -0.707817 2.291532 -0.73 -1.12 -3.67 -0.74
N -0.059426 0.943221 3.676929 0.11 2.43 0.02 -0.25
N 0.232752 -1.124902 4.286292 1.32 -3.18 2.51 -0.45
H 0.164708 1.231082 4.618736 -0.01 0.12 -0.50 0.17
H -0.293838 1.613556 2.958728 -0.08 0.51 0.31 0.05
H 0.424182 -0.768706 5.211799 0.14 -0.64 -0.30 0.15
H 0.271103 -2.097540 4.016843 0.00 0.06 0.72 0.26
C 3.025964 -2.434285 0.823020 -1.17 -1.66 -1.02 0.46
O 2.421146 -1.470326 0.422284 -1.00 2.02 -0.51 -0.61
N 2.751442 -3.687971 0.515880 -0.76 -2.05 -0.63 -0.32
N 4.067764 -2.402665 1.588935 3.10 1.72 2.42 -0.45
H 1.876572 -3.916331 0.065831 -0.10 -0.14 -0.39 0.31
H 3.234085 -4.433837 0.996335 -0.32 0.10 -0.27 0.18
H 4.257968 -1.469996 1.926663 0.73 -0.54 0.46 0.28
H 4.459984 -3.282310 1.893053 0.34 0.92 0.38 0.14
C -0.721440 -4.122277 -4.887375 -0.30 -3.39 -3.25 0.37
O -0.856501 -4.066592 -6.100035 -0.43 0.13 -1.47 -0.75
N -0.489536 -3.096254 -4.167200 0.43 2.81 2.71 -0.13
N -0.733688 -5.331870 -4.269929 -0.56 -1.25 0.03 -0.23
H -0.189644 -2.244163 -4.618992 -0.10 -0.39 0.43 0.14
H -0.248360 -3.412754 -3.238889 0.41 1.36 0.46 0.68
H -0.522661 -5.511154 -3.298632 -0.07 0.33 -0.13 0.16
H -0.974916 -6.113526 -4.862325 0.10 0.35 0.13 0.20
C 1.411608 -0.410960 -2.716592 2.91 0.75 0.20 0.51
O 0.730403 0.189120 -1.912739 -1.54 0.83 0.98 -0.64
N 2.616083 -0.883883 -2.440007 2.54 -1.33 1.57 -0.29
N 1.203240 -0.369089 -4.005033 -2.38 0.27 -2.63 -0.50
H 3.000422 -0.781382 -1.511634 -0.61 -0.22 0.23 0.20
H 3.145179 -1.521907 -3.017141 -0.47 0.22 -0.17 0.18
H 1.777476 -0.813895 -4.706813 -0.36 0.28 0.17 0.18
H 0.332358 0.114905 -4.170577 0.14 -0.28 -1.01 0.24
C -4.197971 -0.560859 -0.310837 -0.49 1.50 -1.43 0.52
O -3.123037 -1.070828 -0.204510 2.01 -0.33 0.68 -0.67
N -4.484685 0.742756 -0.575265 1.98 2.28 -0.16 -0.36
N -5.327912 -1.186418 -0.354192 -3.84 -2.80 0.33 -0.41
H -3.700475 1.251087 -0.958274 -0.23 0.32 0.21 0.18
H -5.401637 1.061433 -0.854090 0.43 -0.14 0.11 0.21
H -6.092118 -0.628507 -0.707497 -0.20 -1.03 0.31 0.11
H -5.422895 -2.183589 -0.224835 0.09 0.30 -0.07 0.24
```
Positions in Å, forces in eV/Å.

- calculated total energy (Eh) = -1653.48951
- E_HOMO (eV) = -8.292
- frontier orbital gap (eV) = 8.65